117
Properties=species:S:1:pos:R:3 method="wB97M-V/def2-TZVPD" homo_lumo_gap_ev=5.7 e_above_lowest_kcal_mol=0.0 total_charge=+4
Re -0.644 1.108 -0.291
Sb -0.443 2.063 -2.911
Sb -2.911 -0.087 -1.358
S 1.363 2.419 -0.188
S -2.433 -2.910 3.236
O -2.547 -2.860 1.788
O -0.246 -0.153 0.980
O 3.417 -1.920 -0.945
N 3.928 2.185 -0.536
N 2.717 0.212 -0.964
C 0.337 -1.170 1.848
C 5.303 1.673 -0.302
C 4.545 -0.558 -2.546
C -2.170 -4.495 3.753
C -3.685 0.486 -4.213
C -2.962 1.512 3.571
C -4.361 -0.359 0.157
C 2.817 1.503 -0.641
C -0.677 0.615 4.869
C -2.288 0.729 -6.155
C -2.467 -1.985 -2.169
C 5.517 -1.522 -2.834
C -1.379 1.701 5.372
C -2.524 2.147 4.728
C -1.959 -7.018 4.796
C 3.626 -0.854 -1.452
C -2.252 0.440 3.058
C -2.668 1.165 -4.888
C -4.093 0.909 -2.839
C 6.326 -0.147 -4.628
C 5.351 0.810 -4.353
C 2.377 -2.643 3.455
C -4.311 -0.599 -4.818
C 6.408 -1.309 -3.870
C -1.786 4.304 1.722
C -1.628 2.508 0.110
C 1.202 -3.035 3.996
C 5.479 1.240 1.148
C 0.067 -2.159 4.108
C 4.464 0.609 -3.313
C -3.777 5.643 1.819
C -3.925 -1.026 -6.080
C -1.922 -5.572 2.878
C -2.494 5.352 2.276
C -4.364 4.895 0.800
C -2.905 -0.364 -6.747
C 2.611 -1.340 2.871
C -0.343 -1.203 3.218
C 0.738 0.713 -4.030
C -1.107 -0.029 3.707
C 0.452 3.973 -3.039
C 1.699 -0.613 2.216
C -3.667 3.855 0.223
C -1.818 -6.832 3.414
C -2.037 2.390 -4.306
C -2.312 -4.677 5.147
C 6.903 0.751 1.389
C -2.207 -5.951 5.660
C 0.405 -2.490 1.060
C -2.372 3.555 0.684
H 5.564 -2.423 -2.239
H -5.128 -1.100 -4.311
H 3.242 -3.279 3.604
H 3.596 -0.916 3.028
H 7.035 0.449 2.427
H -4.599 0.592 0.631
H 3.808 3.172 -0.346
H -4.025 -1.085 0.884
H 5.294 1.707 -4.954
H -2.053 5.943 3.066
H 1.709 0.544 -3.573
H -2.605 -0.063 2.169
H 4.761 0.441 1.364
H 1.896 -0.249 -0.593
H 7.023 0.016 -5.438
H 5.972 2.492 -0.560
H -0.185 -3.285 1.506
H 5.246 2.076 1.811
H 5.511 0.859 -0.991
H 0.870 1.132 -5.027
H -0.795 4.057 2.080
H -3.335 -2.629 -2.036
H 1.432 -2.831 0.972
H -4.111 3.277 -0.578
H 0.201 -0.232 -4.116
H -3.082 2.981 5.133
H -5.361 5.137 0.457
H 1.183 -3.957 4.566
H -4.035 1.982 -2.666
H -1.038 2.190 6.274
H 0.537 4.210 -4.099
H 1.433 4.001 -2.577
H -5.245 -0.741 -0.356
H -4.326 6.465 2.260
H -5.108 0.587 -2.602
H 7.142 -0.105 0.757
H -1.881 -8.018 5.203
H -2.609 -0.678 -7.739
H -2.527 -3.835 5.796
H -1.842 -5.403 1.813
H -1.611 -2.414 -1.655
H -0.460 -2.184 5.059
H -1.639 -7.684 2.773
H 7.628 1.538 1.182
H 1.892 0.424 1.962
H 7.166 -2.047 -4.091
H -2.328 -6.125 6.720
H -2.745 3.097 -3.874
H -0.204 4.699 -2.561
H -4.432 -1.860 -6.547
H -3.871 1.847 3.085
H -2.263 -1.869 -3.233
H -1.529 1.272 -6.705
H -1.495 2.931 -5.085
H 0.215 0.268 5.377
H 0.023 -2.322 0.054
H 3.718 1.367 -3.102

***

127
Properties=species:S:1:pos:R:3 method="wB97M-V/def2-TZVPD" homo_lumo_gap_ev=8.1 e_above_lowest_kcal_mol=61.7 total_charge=+1
Ba -0.450 -0.876 -0.629
Sb -3.008 -1.121 -2.792
Sb -0.161 -3.762 -1.429
Cl 3.976 6.088 1.995
Cl 8.446 2.900 2.846
Cl 6.571 4.263 -2.289
S 8.132 0.075 1.932
S -1.926 2.271 -1.891
O 1.459 -1.879 0.305
O -0.506 -2.120 1.271
O 5.409 3.261 4.073
N 0.616 1.370 1.182
N -3.238 -1.939 0.373
N -3.109 4.052 -0.222
N 1.295 -0.013 -2.350
N -4.361 2.309 -0.954
N 3.041 0.968 -3.237
N -2.496 0.559 1.307
N 2.167 2.065 2.590
C 0.279 2.620 1.639
C 5.842 3.940 -0.749
C -1.154 6.525 1.662
C -2.174 -4.969 -3.402
C -0.977 5.206 -0.780
C 1.778 1.092 1.734
C 3.089 -0.339 -3.654
C -0.082 6.775 0.820
C 0.724 -2.378 1.198
C -4.449 -3.995 0.643
C 4.685 4.735 1.183
C -5.245 -0.326 3.638
C 1.952 1.129 -2.453
C 2.003 -0.932 -3.095
C 1.225 3.062 2.517
C -5.524 -1.611 3.272
C -4.552 -4.624 -3.605
C -5.111 -3.505 1.731
C 3.348 2.055 3.432
C -2.455 -6.281 -3.006
C 4.284 3.257 3.207
C -2.045 4.943 0.073
C -3.165 2.929 -0.974
C -5.059 -1.364 -2.161
C 4.730 3.467 1.767
C -4.845 -2.192 2.178
C -0.753 -4.524 -3.409
C 6.884 -0.913 2.576
C -4.811 -5.915 -3.179
C -3.075 -2.743 -4.262
C 5.908 2.063 4.651
C 6.555 1.098 3.697
C -3.861 -1.450 1.476
C 1.794 -4.644 -1.474
C 5.853 2.657 -0.227
C 7.638 1.397 2.923
C -3.532 -3.156 -0.012
C 5.290 2.437 1.018
C -3.252 -4.126 -3.730
C 6.137 -0.250 3.496
C 1.595 2.423 -1.813
C 1.326 -3.345 2.195
C -4.246 0.404 2.973
C -3.521 0.305 -4.328
C 5.243 4.979 -0.064
C -2.129 5.615 1.290
C -3.748 -6.757 -2.887
C -0.002 6.114 -0.395
C -1.016 -5.314 -0.215
C -3.526 -0.143 1.936
H 1.578 3.227 -2.552
H 2.320 2.683 -1.039
H 2.409 -4.194 -2.251
H 0.881 -4.330 2.041
H -3.923 -2.481 -4.894
H 5.129 1.544 5.218
H -5.769 0.129 4.468
H -5.850 -4.100 2.255
H 2.403 -3.402 2.059
H -1.239 7.043 2.608
H -3.940 4.246 0.315
H -5.831 -6.271 -3.108
H -5.381 -3.981 -3.880
H 1.685 -1.959 -3.185
H -0.617 3.124 1.315
H 6.785 -1.934 2.244
H -3.923 -7.780 -2.580
H -4.632 -4.990 0.261
H 3.023 2.087 4.474
H -4.006 1.410 3.302
H -5.730 -1.019 -2.948
H -4.438 1.430 -1.430
H -3.054 -3.509 -0.923
H -1.742 -0.058 1.050
H -0.560 -3.723 -4.124
H -1.622 -6.944 -2.797
H -1.200 -4.926 0.787
H -2.168 -2.638 -4.858
H 6.314 1.842 -0.768
H -5.254 -0.813 -1.241
H 1.696 -5.712 -1.663
H -4.382 -0.060 -4.887
H 1.292 3.964 3.102
H -5.247 -2.419 -1.967
H -2.137 1.313 1.873
H 0.617 2.337 -1.355
H -5.136 2.625 -0.395
H -0.921 4.719 -1.738
H 5.323 1.435 1.427
H -1.959 -5.645 -0.642
H -6.251 -2.206 3.810
H -0.332 -6.161 -0.161
H 5.316 -0.706 4.034
H 2.323 0.171 1.585
H 1.086 -3.023 3.208
H -0.080 -5.350 -3.636
H -3.745 1.278 -3.897
H 5.222 5.976 -0.480
H 3.695 1.693 -3.487
H 6.655 2.420 5.360
H 3.869 1.114 3.264
H 0.822 6.322 -1.066
H -2.968 5.429 1.953
H 3.736 4.148 3.508
H 3.870 -0.715 -4.290
H 2.276 -4.483 -0.511
H 0.677 7.492 1.104
H -2.676 0.423 -5.007

***

121
Properties=species:S:1:pos:R:3 method="wB97M-V/def2-TZVPD" homo_lumo_gap_ev="5.9 / 5.8" e_above_lowest_kcal_mol=0.0 total_charge=+1
Y -0.068 0.163 0.147
O 0.280 2.426 -0.024
O -0.391 -1.729 -0.945
O -0.324 -1.150 2.005
O -1.833 -3.032 -2.066
N -0.790 0.986 -2.123
N -2.458 -0.460 0.261
N 1.785 -0.081 -1.623
N -0.248 1.666 -4.159
N 4.075 1.545 0.784
N 2.321 0.217 1.061
N -0.389 1.427 2.285
C 2.225 4.847 5.360
C -2.263 3.149 -4.594
C 0.797 4.765 3.315
C 1.055 5.173 -0.532
C -0.132 5.701 5.439
C 2.159 4.391 -1.261
C -3.969 0.275 6.851
C -3.941 -2.217 -0.388
C 2.788 0.611 2.319
C 0.302 -3.545 3.727
C 3.883 1.470 2.154
C -3.753 3.160 -2.677
C 0.315 3.495 3.441
C -4.693 -0.509 1.098
C -1.789 1.835 -2.587
C -3.415 3.586 -3.969
C -2.629 2.373 6.843
C 0.384 3.208 0.977
C 3.025 0.831 4.669
C 3.127 0.781 0.196
C 0.047 2.699 2.301
C -1.243 -1.613 4.143
C 1.347 0.095 -3.016
C 1.127 5.575 4.569
C -2.006 -3.525 2.718
C 1.627 6.984 4.243
C -1.734 -1.045 5.279
C -3.441 0.064 1.002
C -0.881 0.723 3.312
C -1.456 1.222 4.509
C -1.462 2.271 -3.877
C -1.717 0.353 7.962
C -2.706 -1.591 -0.415
C 2.367 0.260 3.598
C -2.546 0.848 6.764
C -1.160 -3.122 3.940
C -1.886 0.367 5.480
C -0.242 5.126 -1.358
C 0.812 4.572 0.852
C -1.559 -2.195 -1.232
C 4.550 2.047 3.225
C 0.099 0.922 -3.078
C 1.503 6.634 -0.444
C -1.697 -3.879 5.157
C 0.994 5.291 2.002
C 4.093 1.720 4.487
C -2.953 2.284 -1.970
C -0.815 -0.726 3.087
C 3.025 0.611 -1.288
C -4.950 -1.673 0.386
H -5.450 -0.047 1.716
H -1.604 -3.101 1.801
H -0.599 4.107 -1.488
H 1.575 -0.460 3.739
H -0.704 0.757 7.918
H 5.392 2.712 3.086
H 1.846 7.511 5.172
H -2.009 -4.611 2.617
H 2.129 0.565 -3.620
H -0.929 6.206 4.891
H 3.129 4.751 4.755
H 1.911 3.846 5.656
H 0.731 -3.074 2.844
H 1.845 3.363 -1.430
H -4.073 -3.115 -0.973
H -2.064 -1.697 6.075
H -1.121 -3.656 6.057
H -0.067 5.562 -2.344
H 1.328 6.313 1.919
H -4.665 3.528 -2.228
H -5.922 -2.145 0.438
H 2.369 4.860 -2.224
H 3.915 0.088 -1.658
H 2.547 6.958 3.655
H 4.788 2.072 0.308
H 0.753 7.257 0.046
H -1.998 3.476 -5.590
H 2.450 6.734 0.090
H 2.472 5.408 6.263
H -3.234 2.789 6.035
H -4.071 4.270 -4.488
H -0.502 4.724 5.752
H -3.209 0.978 1.539
H 0.879 7.567 3.702
H 0.908 -3.285 4.598
H -1.649 -0.734 7.993
H -3.215 1.954 -0.974
H 3.080 4.393 -0.670
H 0.277 1.752 -5.012
H 2.722 0.574 5.676
H 3.009 1.601 -1.748
H 0.086 6.281 6.337
H 0.206 3.051 4.419
H -1.618 -4.950 4.971
H 1.646 7.023 -1.452
H -4.444 0.606 7.775
H -1.635 2.824 6.813
H 1.851 -1.081 -1.444
H 1.135 -0.879 -3.460
H -1.025 5.707 -0.868
H -3.968 -0.815 6.847
H -2.178 0.685 8.893
H -2.749 -3.653 5.342
H 4.581 2.145 5.354
H -4.574 0.620 6.011
H 0.350 -4.626 3.591
H -3.039 -3.190 2.840
H -3.095 2.658 7.786
H -1.613 2.284 4.609

***

131
Properties=species:S:1:pos:R:3 method="wB97M-V/def2-TZVPD" homo_lumo_gap_ev=5.4 e_above_lowest_kcal_mol=0.0 total_charge=-1
Cs 3.377 -1.062 -1.139
I 7.002 -2.334 -1.091
Br 9.168 -4.938 0.215
Se 1.948 1.563 -5.443
Ge -1.015 1.082 -6.312
S -2.251 -0.781 -0.173
S -0.032 0.445 3.083
S -2.842 0.701 2.369
O 0.691 -3.454 -1.123
O 6.464 0.354 -1.834
O 4.600 -1.135 -4.852
O 5.033 0.965 -3.504
O 2.959 -1.481 1.906
O 5.534 3.271 -1.565
O 4.188 0.842 1.637
O 3.931 1.825 -0.774
O 1.882 -4.378 1.798
N -2.918 -0.347 1.270
N 0.653 0.141 1.875
N -1.396 -1.907 -0.343
N -1.556 1.180 3.070
C -1.510 0.761 -0.726
C -4.620 0.757 4.470
C -2.338 0.824 -7.769
C -5.346 0.178 5.501
C -3.762 -1.369 -2.304
C -5.159 -0.480 -0.535
C 2.844 2.863 4.449
C -0.511 -2.116 3.309
C 4.787 -6.041 -0.888
C -6.265 -0.628 -1.323
C -2.027 1.926 -4.905
C -0.908 -3.407 5.298
C 0.575 2.183 -6.688
C -2.419 1.765 -1.038
C 2.121 3.836 5.166
C 4.998 2.188 -1.469
C 5.587 1.059 -2.364
C -3.893 -0.791 -1.043
C 5.660 -6.988 -0.405
C 2.128 1.774 3.909
C -3.910 -0.011 3.605
C -0.446 -0.738 -5.849
C 6.522 -4.354 -0.781
C -5.316 -1.178 5.670
C -2.788 3.446 1.926
C -4.487 -1.953 4.852
C -0.866 -3.295 3.918
C -0.672 -2.288 6.108
C -6.176 -1.196 -2.592
C -0.575 3.088 -1.775
C -0.414 -1.058 5.534
C -4.910 2.308 1.466
C -0.374 -0.990 4.136
C 0.766 3.740 5.369
C 3.564 2.520 -5.777
C -3.379 4.601 1.422
C 0.735 1.729 4.040
C -3.582 2.267 1.889
C -3.813 -1.418 3.768
C 0.061 2.721 4.750
C -4.626 4.597 0.871
C -0.132 0.895 -0.907
C 5.461 1.420 1.865
C 7.394 -5.299 -0.305
C -5.418 3.470 0.929
C 6.955 -6.630 -0.185
C 5.209 -4.712 -1.038
C 0.340 2.091 -1.445
C -4.916 -1.640 -3.055
C -1.951 2.936 -1.613
H 0.112 -0.673 -4.869
H -0.425 -2.048 2.228
H -6.472 3.456 0.620
H 4.532 -3.983 -1.456
H 0.534 0.150 -0.499
H -3.024 1.504 -4.781
H -5.539 1.436 1.515
H 2.097 -1.003 1.870
H 5.943 1.005 2.745
H 3.587 -0.724 1.898
H -2.744 -1.657 -2.632
H 4.164 2.103 -4.953
H -4.945 -2.132 -4.038
H 7.671 -7.362 0.156
H -1.576 1.843 -3.939
H 4.964 -0.289 -4.587
H 6.023 1.172 0.958
H 0.946 1.984 -7.678
H 3.735 -0.906 -5.325
H -3.501 1.594 -0.908
H -7.046 -1.381 -3.229
H 3.736 -6.340 -0.956
H -5.924 -1.671 6.393
H 2.337 -3.534 2.085
H 4.009 2.267 -6.722
H -4.460 -3.050 4.996
H 2.639 4.690 5.668
H 5.365 -8.010 -0.261
H -1.791 3.385 2.335
H 3.865 1.268 0.793
H -1.912 0.197 -8.595
H -0.267 -0.187 6.156
H -4.979 5.524 0.438
H 0.770 -3.425 -2.080
H -0.190 4.029 -2.219
H 1.563 -4.173 0.914
H -5.337 -0.062 0.444
H -0.610 -2.353 7.209
H -7.228 -0.275 -0.954
H -5.960 0.790 6.150
H -1.018 -4.247 3.346
H 0.444 3.247 -6.555
H 0.184 -1.261 -6.564
H -1.021 2.725 4.733
H 2.644 1.034 3.288
H 0.203 4.540 5.878
H -1.380 -1.285 -5.687
H -1.092 -4.381 5.788
H -3.163 0.276 -7.360
H -2.623 3.747 -1.877
H 3.469 3.603 -5.640
H -3.330 -2.047 3.047
H -2.152 2.983 -5.210
H -2.735 1.776 -8.078
H -4.656 1.832 4.281
H 3.918 2.967 4.255
H -0.014 -2.763 -0.887
H 1.402 2.199 -1.517
H -2.790 5.476 1.358
H 5.437 2.502 2.001

***

Summary of E_tot in eV
-98733.7836, -143859.4675, -72476.3502, -310264.5002
(order as listed above)